Record 1
20
Properties=species:S:1:pos:R:3:forces:R:3 method="wB97M-V/def2-TZVPD" gap_ev=9.2 e_lumo_ev=0.88 e_homo_ev=-8.31
O -2.9010 0.4157 1.2115 -0.24 -0.38 -0.35
N -1.1639 0.3302 -1.1208 0.15 -1.99 0.89
C 1.1653 -0.2667 -0.4470 -1.37 -0.30 0.26
C -0.3339 -1.9544 -1.4080 -0.66 0.69 -0.17
C -0.0962 -0.5690 -0.8325 1.65 0.00 -1.57
C 1.5067 0.9630 0.2983 0.03 0.96 0.27
C 1.3098 0.8996 1.8465 -0.47 -0.78 -1.15
H 0.4569 0.2324 2.0175 -0.07 0.29 0.16
H -2.3222 0.9300 1.7625 0.32 0.30 0.43
H 0.5688 -2.3746 -1.8454 0.01 -0.01 0.13
H 2.5097 1.3286 0.0694 0.04 -0.09 -0.03
H -0.7209 -2.6140 -0.6375 -0.03 -0.20 0.05
H 2.1444 0.4137 2.3479 0.17 0.39 0.12
H -1.0134 1.2898 -0.8985 0.17 0.58 -0.42
H -1.1060 -1.8835 -2.1881 0.19 -0.28 0.06
H 1.8913 -1.0185 -0.7065 0.32 -0.23 0.64
H -2.3490 0.1614 0.4496 -0.22 0.11 0.01
H 0.8262 1.7529 -0.0523 0.13 0.06 -0.01
H 1.0690 1.9018 2.1932 0.31 -0.09 0.44
H -1.4418 0.0615 -2.0599 -0.42 0.97 0.24

Record 2
70
Properties=species:S:1:pos:R:3:forces:R:3 method="wB97M-V/def2-TZVPD" s_squared=2.06 total_charge=-1 gap_ev="7.7 / 6.6" e_lumo_ev="2.15 / 0.74" multiplicity=3 e_homo_ev="-5.56 / -5.89"
Te -1.1662 -2.8918 0.5451 1.17 -7.28 6.88
Ni -0.8376 0.0078 -0.2574 1.22 2.34 -0.66
S -1.0630 1.8319 -1.7866 -0.09 -0.44 -0.12
S 2.5914 0.1093 1.9468 0.13 -0.34 0.07
P 1.0852 1.3213 2.1193 -0.45 0.20 -0.16
P -1.0500 2.5585 0.0653 0.00 0.00 0.57
F -1.3317 -3.1983 2.4601 0.22 0.37 -0.86
F 0.7336 -3.3126 1.0899 -1.01 0.70 -0.41
F -1.4784 -4.9252 0.6406 0.13 1.75 -0.38
F -3.1946 -2.9161 0.9119 1.17 0.31 -0.77
F 0.0047 -3.8664 -1.1416 -0.55 0.80 -0.05
O -2.4938 -2.8256 -1.9982 -0.53 -1.23 -0.28
O -2.7476 -1.0589 -0.8181 -0.57 0.58 0.57
O -0.7722 -1.1342 1.1072 -0.05 0.12 0.06
N -2.0415 -1.8370 -1.4504 -3.33 0.69 -4.43
N 1.4440 -0.9372 -0.9343 0.89 -0.44 0.15
N 1.3033 -1.6693 -2.1344 -0.21 0.01 -0.09
N -0.8649 -1.3720 -1.7357 0.75 1.32 0.77
N -0.2558 -2.8329 -3.4729 -0.03 0.14 -0.15
C -0.5434 5.0425 1.2951 -0.01 0.01 -0.06
C 0.6278 6.1042 -0.9847 -0.02 0.17 -0.07
C -0.8931 2.1203 3.9039 0.14 -0.06 -0.09
C 0.5703 6.8495 0.1809 -0.08 0.07 -0.13
C 2.9458 4.6261 0.7388 0.09 -0.06 0.00
C -4.7119 3.7619 1.4950 -0.09 0.14 -0.02
C -3.2887 1.3990 1.1954 0.20 -0.34 0.04
C -0.1726 0.2906 5.8563 -0.05 -0.04 0.10
C 0.5042 0.3022 4.6489 0.06 0.07 -0.10
C -1.5597 2.1083 5.1115 -0.15 0.10 0.05
C -0.1193 1.2849 0.8261 -0.39 1.14 0.13
C -0.4680 4.2869 0.1305 -0.20 -0.31 -0.21
C -0.0240 6.3216 1.3167 -0.05 0.08 0.06
C 2.2859 3.4196 0.8510 0.07 -0.03 0.06
C -3.4522 3.7902 0.9247 0.18 -0.04 -0.06
C 0.1551 1.2343 3.6855 0.29 -0.12 -0.37
C 1.7533 3.0218 2.0720 0.08 -0.37 0.16
C 0.0382 -2.0601 -2.4118 1.41 -0.59 -0.71
C -5.2611 2.5575 1.9059 -0.03 0.06 0.04
C -1.1916 1.1986 6.0916 0.01 -0.03 0.08
C -4.5582 1.3742 1.7404 -0.11 0.05 0.03
C 1.9111 3.8235 3.1918 -0.13 -0.14 -0.02
C -2.7305 2.6092 0.7958 0.52 -0.08 -0.15
C 2.5684 5.0370 3.0772 0.13 0.14 0.07
C 3.0812 5.4389 1.8548 0.08 0.03 0.12
C 0.1128 4.8214 -1.0103 -0.22 -0.06 0.04
H -1.7092 1.1948 7.0399 -0.06 -0.03 0.07
H -2.7274 0.4673 1.0910 -0.25 0.30 0.14
H 3.5848 6.3911 1.7686 0.06 0.09 0.00
H -0.0802 6.9053 2.2245 0.04 0.04 0.06
H 0.9897 7.8449 0.2080 0.03 0.09 -0.01
H 0.4673 -3.4681 -3.7811 -0.08 0.07 0.22
H -1.0065 4.6352 2.1826 0.00 0.01 0.05
H 1.4580 -1.5545 -0.1058 0.08 0.01 -0.37
H -1.1779 -3.2598 -3.3699 0.34 0.07 0.01
H -6.2386 2.5496 2.3636 -0.14 -0.05 0.01
H -1.1784 2.8104 3.1204 -0.08 0.02 0.06
H 2.6829 5.6690 3.9486 0.02 0.03 0.02
H 0.1502 4.2104 -1.9024 0.07 0.04 -0.08
H -4.9928 0.4315 2.0338 -0.01 -0.11 0.06
H 1.2988 -0.4003 4.4361 0.03 -0.04 0.00
H 2.3047 -0.3956 -0.9430 -0.25 -0.12 -0.14
H -5.2624 4.6868 1.6102 -0.05 -0.01 0.02
H 0.0940 -0.4339 6.6106 0.01 -0.07 0.08
H 2.1653 2.7622 -0.0029 0.07 0.05 -0.07
H 1.0818 6.5174 -1.8735 0.05 0.06 -0.07
H 3.3507 4.9329 -0.2162 0.01 0.04 -0.02
H 1.5148 3.5015 4.1459 0.01 0.01 0.04
H -2.3692 2.8029 5.2867 -0.07 0.03 0.02
H -3.0213 4.7216 0.5843 -0.07 0.06 0.02
H 2.0582 -2.2805 -2.4308 -0.31 0.02 0.15

Record 3
14
Properties=species:S:1:pos:R:3:forces:R:3 method="wB97M-V/def2-TZVPD" gap_ev="8.4 / 7.5" e_lumo_ev="0.07 / -0.51" e_homo_ev="-8.37 / -8.04"
O 0.0279 1.7018 -0.6504 -1.00 -1.43 -0.59
N -0.2608 1.7093 0.6570 -0.10 0.91 0.61
C 2.6326 0.2898 -0.0827 1.89 0.85 0.40
C 2.0801 -0.6674 -0.5075 -2.64 -1.93 -0.94
C -0.9866 0.7159 1.2837 1.90 1.23 -0.93
C -0.4647 0.9009 -1.5868 1.35 0.49 -0.55
C -1.2277 -0.5388 0.9782 -1.57 -1.26 1.42
H -1.0219 -1.0161 0.0833 0.09 -0.79 -1.49
H -1.2371 0.1773 -1.4921 -0.45 -0.14 0.73
H 0.0866 0.9202 -2.5413 -0.35 0.51 0.73
H -1.0371 0.9286 2.3245 -0.51 0.82 0.61
H 1.2906 -1.3540 -0.8508 1.25 0.55 0.37
H 3.4146 0.9542 0.1951 -0.28 0.36 0.21
H -1.7124 -1.0948 1.7915 0.44 -0.17 -0.57

Record 4
119
Properties=species:S:1:pos:R:3:forces:R:3 method="wB97M-V/def2-TZVPD" total_charge=-2 gap_ev=6.9 e_lumo_ev=3.85 e_homo_ev=-3.05
Y -0.6968 -0.5072 -1.1336 -0.95 0.28 0.00
Cl -3.5434 -5.2330 -0.7399 0.01 0.20 -0.01
Cl -2.6558 -2.8490 -2.2454 -0.12 -0.22 -0.25
Cl 7.1547 0.0223 -2.0265 -0.07 -0.04 0.07
S -0.6599 -1.0372 1.6805 -0.10 0.14 0.60
O 4.3414 -4.4264 0.9371 0.12 -0.23 -0.06
O -1.0419 2.5034 3.2462 -0.23 0.15 -0.05
O -0.4592 -2.2745 2.4759 0.10 -0.32 0.14
O -2.6217 0.1646 -1.9150 0.09 0.18 0.00
O -3.9745 3.2369 -0.5516 -0.03 -0.09 0.09
O -0.3852 1.6006 -0.9532 0.16 -0.15 0.12
O 0.5239 -0.9269 0.6699 0.14 0.10 0.43
O -2.7046 3.1960 1.3005 0.07 0.13 0.12
O -1.8016 -1.3304 0.6419 -0.16 -0.14 0.37
N 2.2844 -4.4176 -0.8187 0.04 0.10 0.16
N 1.5609 -4.3209 0.3363 0.14 -0.34 -0.17
N 1.1362 -1.2390 -4.0099 0.03 -0.01 0.02
N 0.3436 -3.3535 -1.1823 -0.04 0.03 -0.12
C -1.6624 1.7229 -3.9761 0.03 0.03 0.04
C 0.2443 6.5168 -1.3176 -0.03 -0.06 0.03
C 1.5178 -3.7921 -1.6925 -0.02 -0.06 0.18
C 3.9835 -5.7422 2.9073 -0.05 0.06 0.09
C -0.4302 3.9408 -0.4382 -0.04 0.00 0.01
C 5.9815 -0.5505 -0.8499 0.01 0.02 -0.01
C -6.6197 -0.2040 -2.3659 0.01 0.02 -0.02
C 1.9818 -4.8349 1.6313 0.04 0.15 -0.12
C -1.0418 2.4680 -4.9670 -0.02 0.06 0.02
C 3.4589 -4.5467 2.0370 -0.10 0.23 0.00
C -3.4014 -3.4429 -0.7714 0.03 -0.01 0.14
C -0.6777 2.4924 0.0434 0.20 0.51 -0.15
C 0.1431 2.3018 2.6039 -0.05 -0.14 0.01
C 0.5377 -0.9638 -3.0543 0.95 -0.31 -1.54
C 4.0518 -7.0239 2.0677 0.02 -0.01 -0.02
C 1.6504 2.0708 0.7759 0.02 -0.03 -0.05
C -7.3197 0.6574 -3.2045 0.07 0.00 0.03
C 3.1319 -1.9535 2.0354 -0.02 -0.15 0.04
C 4.6838 -0.8144 -1.2478 -0.03 0.00 -0.04
C 0.4015 -3.7261 0.0811 -0.13 0.31 0.13
C -3.9218 3.7139 0.7636 0.12 -0.28 -0.07
C 0.0359 4.1507 -1.7284 0.07 0.01 0.04
C 4.1391 -1.4721 1.0198 -0.02 -0.16 0.06
C 0.3442 2.2989 1.2213 0.05 -0.06 -0.09
C -2.1338 2.1806 0.4475 -0.19 -0.08 0.11
C -2.4637 2.3274 -3.0100 -0.05 -0.13 -0.10
C 0.3745 5.4275 -2.1656 0.02 -0.01 0.11
C -4.6589 1.2205 -2.4838 0.03 -0.08 0.18
C -2.6445 3.7071 -3.0812 -0.06 0.07 -0.07
C -3.8668 5.2215 0.7251 -0.07 0.17 -0.01
C 2.7107 1.8173 1.6219 -0.02 0.03 0.09
C -6.6835 1.7923 -3.6817 0.02 -0.02 0.00
C -2.0395 4.4561 -4.0844 -0.06 -0.07 -0.08
C 2.4778 1.7855 2.9940 0.00 0.01 -0.07
C -3.1816 1.4118 -1.9997 -0.05 0.07 -0.36
C -5.3074 0.0755 -2.0181 -0.04 -0.01 -0.04
C 6.3759 -0.7211 0.4664 0.01 0.00 -0.03
C 3.0962 -5.9875 4.1337 0.00 -0.06 0.02
C -0.5358 5.0406 0.4168 0.06 -0.07 0.05
C -3.2971 1.9726 -0.5645 -0.03 0.21 0.06
C 3.4975 -3.2225 2.8246 0.04 0.12 -0.02
C -5.0820 3.1814 1.5925 -0.09 0.05 0.04
C -1.2330 3.8447 -5.0324 -0.04 -0.05 0.06
C 5.4483 -1.1802 1.3891 0.06 0.02 0.00
C 1.2076 2.0304 3.4704 0.04 0.01 -0.03
C 5.4088 -5.4382 3.3870 0.06 -0.03 0.04
C -5.3668 2.0709 -3.3232 0.00 0.06 0.02
C -0.2147 6.3162 -0.0178 0.04 0.00 -0.10
C 3.7706 -1.2706 -0.3062 0.00 0.06 0.03
H -0.3039 7.1538 0.6649 0.00 0.01 0.00
H -3.7215 5.6199 1.7309 0.00 -0.01 -0.01
H -1.5079 0.6544 -3.9319 -0.01 -0.01 -0.01
H 0.1267 3.2919 -2.3825 0.02 0.03 0.02
H -4.8084 5.6027 0.3261 0.00 0.03 0.00
H 3.6964 1.6158 1.2190 -0.02 -0.01 0.00
H -3.9360 1.2292 -0.0736 -0.04 0.00 0.05
H 2.1574 -2.0622 1.5611 0.06 0.05 0.01
H -2.1798 5.5313 -4.1003 0.00 -0.01 0.00
H 6.0181 -5.0510 2.5699 -0.02 -0.02 -0.01
H -4.7362 -0.6060 -1.4002 0.00 0.01 0.00
H 4.6556 -6.8629 1.1749 0.01 0.01 0.01
H 1.7581 -5.8972 1.6759 0.06 -0.10 -0.13
H -2.7924 -3.1104 0.0651 -0.01 -0.05 0.00
H 0.9848 1.9961 4.5297 0.00 0.00 0.01
H -7.2084 2.4684 -4.3473 0.00 0.01 0.00
H 1.3243 -4.3285 2.3404 -0.02 -0.06 0.03
H 2.9918 -1.1468 2.7617 -0.05 -0.01 0.02
H 5.8725 -6.3560 3.7589 0.00 0.01 0.02
H 2.7464 -1.4617 -0.6022 -0.01 0.00 -0.02
H -0.3988 1.9666 -5.6807 -0.01 0.00 0.00
H 0.7309 5.5645 -3.1801 0.00 0.00 0.02
H 5.4207 -4.7136 4.2028 -0.01 -0.01 -0.02
H 4.5132 -7.8179 2.6606 0.00 -0.01 0.00
H 3.8591 -4.4943 0.0920 -0.07 0.11 0.04
H -4.4016 -3.0315 -0.7121 -0.05 -0.08 0.01
H 4.3826 -0.6649 -2.2765 -0.02 0.00 0.00
H 4.4856 -3.0986 3.2744 0.00 -0.01 -0.08
H -0.7471 4.4315 -5.8035 0.00 0.01 0.00
H 2.7811 -3.2997 3.6460 0.03 0.04 0.06
H -0.3071 -3.4987 0.8698 0.05 -0.07 -0.12
H 5.7590 -1.3136 2.4203 -0.01 0.00 -0.01
H -0.8515 4.8959 1.4429 0.01 -0.03 -0.02
H -5.0746 2.0922 1.6019 0.01 0.00 -0.02
H -3.0433 5.5466 0.0887 -0.08 -0.05 0.05
H -6.0261 3.5269 1.1681 0.00 0.00 0.02
H 1.8059 2.0480 -0.2963 -0.01 0.02 0.03
H -4.9980 3.5332 2.6223 0.00 0.00 -0.01
H 3.4828 -6.8397 4.7003 0.01 0.00 -0.01
H 7.3932 -0.4974 0.7595 0.00 0.00 0.00
H 0.5069 7.5120 -1.6578 0.00 0.01 0.00
H -1.7571 2.7546 2.6326 0.19 0.03 0.12
H -4.8929 2.9589 -3.7189 0.01 0.00 0.01
H -7.0941 -1.1054 -1.9942 0.00 0.00 0.00
H 3.2809 1.5560 3.6858 0.01 0.02 0.01
H 3.0827 -5.1273 4.8038 0.01 0.01 -0.02
H -2.0684 1.2646 1.0417 -0.02 -0.06 -0.02
H -3.2480 4.2099 -2.3377 0.04 -0.03 -0.08
H -8.3421 0.4381 -3.4899 0.00 0.00 0.00
H 1.8203 -3.6068 -2.7116 -0.02 -0.05 0.02
H 2.0630 -6.2191 3.8661 0.02 0.00 -0.02
H 3.0730 -7.3875 1.7523 -0.02 0.03 0.01

Record 5
55
Properties=species:S:1:pos:R:3:forces:R:3 method="wB97M-V/def2-TZVPD" s_squared=6.02 total_charge=+2 gap_ev="7.2 / 6.6" e_lumo_ev="-5.38 / -6.16" multiplicity=5 e_homo_ev="-12.56 / -12.79"
Ru -1.3421 -3.9727 0.6413 0.48 -0.72 -0.17
P 1.6527 1.0284 1.8182 1.13 2.94 1.55
P 1.1158 1.3012 -2.1846 0.46 2.63 -0.84
O -3.0628 -2.5008 -1.0132 0.24 -0.77 -0.35
C -1.3416 0.6041 -1.5676 -0.99 -0.29 -1.49
C 0.5824 -0.8886 -0.4286 0.53 -0.19 -0.97
C -2.6356 -3.6074 -0.7306 -0.05 1.59 1.26
C 2.3695 0.6671 -3.3118 0.38 -0.25 0.27
C 0.0923 2.4095 -3.2065 0.05 0.02 -0.05
C 0.0145 0.0946 -1.6067 0.56 -3.33 1.02
C 2.5371 1.6702 0.3270 0.26 -0.34 -0.50
C -2.9532 -4.9207 -1.3565 -1.13 -0.23 -0.63
C 1.8198 2.3540 -0.8623 0.33 0.26 -0.01
C -0.0719 -1.0682 0.9516 0.31 0.41 0.12
C -1.1176 0.9607 1.8833 -0.51 0.45 0.94
C -2.1436 0.8872 -0.4103 -1.01 1.25 1.16
C 0.0967 0.1886 1.9513 -0.47 -3.29 -0.47
C 1.3752 2.5922 2.7543 -0.10 -0.11 -0.11
C 2.9279 0.2175 2.8135 0.04 -0.53 -0.33
C -2.4477 -3.2270 2.1561 -0.65 -0.05 -0.08
C -1.3844 1.7190 0.6905 -0.45 0.99 -0.79
H 3.5034 -0.4780 2.1898 -0.05 0.03 0.28
H 3.2116 2.4335 0.7576 -0.29 -0.39 0.07
H -1.8463 0.7005 -2.5348 0.23 -0.23 0.43
H 2.4535 -0.3336 3.6378 0.15 0.15 -0.25
H 2.5709 2.9715 -1.3882 -0.18 -0.18 0.21
H -2.0963 -5.6055 -1.2632 -0.31 -0.10 -0.22
H -0.5512 3.0347 -2.5700 0.22 -0.22 -0.19
H -3.3494 -2.6991 1.8092 0.27 -0.09 0.29
H 3.1315 0.0857 -2.7760 -0.10 0.13 -0.20
H 0.1121 -0.5585 -2.5077 -0.47 0.04 0.35
H -1.1440 -1.3336 0.8622 0.53 0.36 0.04
H 2.8466 1.4976 -3.8542 -0.14 -0.23 0.29
H 3.1962 0.8626 -0.0254 -0.13 0.22 0.04
H 0.8213 2.3808 3.6814 0.17 0.03 -0.30
H 1.8861 0.0077 -4.0468 0.04 0.19 0.21
H 1.6696 -0.6671 -0.2938 -0.65 -0.16 -0.07
H 1.0592 3.0783 -0.5197 0.22 -0.40 -0.25
H -2.7565 -4.1423 2.7063 0.12 0.48 -0.01
H -0.4127 2.0933 0.2980 -0.66 -0.07 -0.02
H -1.8570 -2.5716 2.8190 -0.11 -0.24 -0.06
H 0.7933 3.3146 2.1627 0.11 -0.27 0.17
H -3.2423 -4.7221 -2.4025 0.38 -0.38 0.19
H 0.7191 3.0534 -3.8363 -0.09 -0.16 0.17
H -2.9873 1.5193 -0.7586 0.27 -0.60 0.33
H 0.1804 -0.2572 2.9568 0.14 0.15 -0.14
H -0.5633 1.7938 -3.8490 0.43 0.32 0.19
H -3.8544 -5.3693 -0.8733 0.77 0.28 -0.15
H 2.3419 3.0529 3.0144 -0.31 -0.24 -0.15
H 0.5958 -1.9022 -0.8841 -0.15 0.59 0.19
H -1.9907 2.6028 0.9591 0.20 -0.25 -0.31
H -1.9389 0.6781 2.5331 0.14 0.05 0.07
H 0.3835 -1.9733 1.4084 0.02 0.62 -0.22
H -2.5740 -0.0295 0.0426 0.00 0.32 -0.24
H 3.6048 0.9726 3.2368 -0.22 -0.18 -0.25

Record 6
10
Properties=species:S:1:pos:R:3:forces:R:3 method="wB97M-V/def2-TZVPD" gap_ev=9.3 e_lumo_ev=0.26 e_homo_ev=-9.03
S 1.7767 -0.7083 -0.0320 0.12 0.91 0.18
O 2.6549 0.5011 0.0172 -0.12 -0.71 -0.08
N -0.0503 1.4403 -0.1266 2.40 -4.16 -0.73
C -0.9923 -1.0546 -0.1291 0.10 3.61 0.17
C 0.2287 -0.2585 -0.0211 0.57 5.74 0.06
H -0.9844 -1.7771 0.5650 0.16 -3.45 1.86
H 0.8458 1.9788 0.0332 -1.21 -1.27 0.00
H -0.6847 1.5678 0.6197 -0.71 0.43 1.03
H -1.8084 -0.4160 0.2158 -0.22 0.04 -0.70
H -0.9860 -1.2735 -1.1423 -1.11 -1.14 -1.80

Computed electronic energy (eV) in order:
-8932.63309; -143129.16045; -8828.01501; -125498.91163; -41365.56044; -16525.31815
Computed relative energy (zero: lowest compared OMol25 entry of this formula, charge and spin) (kcal per mole) in order:
31.8; 128.4; 188.8; 27.4; 52.1; 70.6